{"formula": "C5H9NO", "method": "ωB97M-V/def2-TZVPD", "homo_lumo_gap_ev": 10.62, "e_lumo_ev": 0.7591, "e_above_lowest_kj_mol": 233.8, "smiles": "CC(C)/C=N/C=O", "mol_weight_g_mol": 99.1, "homo_energy_ev": -9.9, "species": ["C", "C", "C", "C", "N", "C", "O", "H", "H", "H", "H", "H", "H", "H", "H", "H"], "xyz": [[-1.181, -1.145, 0.473], [-0.784, 0.099, -0.305], [-1.317, 1.421, 0.207], [0.704, 0.155, -0.595], [1.478, -0.664, -0.040], [2.796, -0.638, -0.034], [3.406, 0.221, 0.558], [-0.972, -1.961, -0.123], [-2.314, -1.218, 0.524], [-0.625, -1.063, 1.514], [-1.295, 0.127, -1.391], [-2.338, 1.475, 0.203], [-1.109, 2.179, -0.418], [-0.845, 1.580, 1.118], [1.181, 0.967, -1.232], [3.216, -1.535, -0.459]], "forces_ev_per_a": [[-0.99, 2.39, 2.13], [-1.18, 0.37, -3.83], [1.49, -2.51, 0.71], [0.06, 0.89, 0.06], [-2.70, -0.53, -0.13], [1.50, 0.53, 0.82], [0.80, 0.09, -0.15], [1.23, -2.04, -0.64], [1.29, 0.52, 0.61], [-1.41, -0.80, -2.05], [1.10, -0.81, 1.87], [-2.79, -0.51, 0.76], [1.50, 2.77, -2.34], [0.29, 0.79, 2.09], [-0.98, -0.69, 0.53], [0.78, -0.47, -0.44]]}



{"formula": "C2H8N4O", "method": "ωB97M-V/def2-TZVPD", "homo_lumo_gap_ev": 9.40, "e_lumo_ev": 0.8297, "e_above_lowest_kj_mol": 527.4, "smiles": "[H]/N=N/N(N)CCO", "mol_weight_g_mol": 104.1, "homo_energy_ev": -8.6, "species": ["H", "N", "N", "N", "N", "C", "C", "O", "H", "H", "H", "H", "H", "H", "H"], "xyz": [[1.002, 1.022, -3.317], [0.847, 0.830, -2.325], [0.964, -0.329, -1.974], [0.638, -0.241, -0.306], [0.658, -1.560, 0.311], [-0.549, 0.535, -0.136], [-0.649, 0.896, 1.351], [-1.208, -0.150, 2.027], [1.651, -1.849, 0.238], [0.030, -2.338, 0.161], [-1.492, -0.007, -0.368], [-0.496, 1.439, -0.693], [-1.197, 1.716, 1.571], [0.521, 1.007, 1.734], [-0.721, -0.972, 1.728]], "forces_ev_per_a": [[0.39, -0.76, -0.24], [-0.12, -0.50, 0.31], [-0.83, 1.45, 1.91], [1.10, -2.29, -2.40], [1.92, 1.87, -0.03], [-1.34, -0.34, 1.58], [5.22, -2.25, -0.41], [-0.36, -2.73, 0.76], [-1.24, 0.07, 0.29], [-0.53, 0.37, -1.15], [0.39, 0.18, -0.21], [0.30, 0.44, -0.67], [-1.58, 2.84, 0.41], [-2.73, 0.36, -0.90], [-0.60, 1.29, 0.75]]}



{"formula": "C24H33AlBBr5Ca2ClF4N4NaO11", "method": "ωB97M-V/def2-TZVPD", "homo_lumo_gap_ev": 1.19, "e_lumo_ev": -8.9689, "mol_weight_g_mol": 1205.5, "homo_energy_ev": -10.2, "total_charge": 2, "species": ["C", "C", "C", "C", "N", "C", "N", "C", "B", "O", "O", "C", "Br", "O", "C", "N", "C", "C", "C", "C", "C", "O", "O", "C", "C", "O", "H", "H", "H", "H", "H", "H", "H", "H", "H", "H", "H", "H", "H", "H", "H", "H", "H", "H", "H", "H", "H", "H", "H", "H", "F", "Al", "F", "F", "F", "Na", "C", "Br", "Br", "Br", "H", "O", "H", "Ca", "C", "C", "N", "H", "H", "H", "C", "C", "C", "O", "C", "C", "C", "O", "O", "O", "H", "H", "H", "H", "Cl", "Br", "Ca"], "xyz": [[-0.182, 4.933, 1.098], [0.626, 4.065, 1.494], [1.282, 2.747, 2.108], [2.473, 3.320, 2.969], [3.107, 2.281, 3.808], [1.972, 1.772, 1.018], [1.354, 0.403, 1.038], [1.931, -0.503, 2.097], [2.544, -1.866, 1.507], [1.691, -2.718, 0.758], [3.902, -2.290, 1.747], [-0.159, 0.474, 1.114], [-0.761, 1.465, -0.495], [-0.606, -0.888, 1.045], [-1.397, -1.142, -0.040], [-1.750, -1.720, -0.947], [-0.628, 1.305, 2.374], [-1.348, 0.501, 3.505], [-2.764, 1.100, 3.981], [-3.886, 0.101, 3.467], [-5.142, 0.948, 3.053], [-5.961, 1.153, 3.893], [-5.344, 1.489, 1.787], [-5.181, 2.945, 1.822], [-3.821, 3.308, 1.100], [0.433, 2.073, 3.018], [-0.834, 5.833, 1.035], [3.198, 3.915, 2.359], [1.957, 4.047, 3.676], [4.057, 2.605, 3.987], [2.647, 2.221, 4.716], [2.025, 2.229, -0.042], [3.076, 1.617, 1.330], [1.570, -0.027, 0.119], [1.141, -0.774, 2.862], [2.739, -0.005, 2.701], [0.853, -2.886, 1.411], [3.842, -2.880, 2.539], [-1.357, 2.076, 2.007], [-1.506, -0.581, 3.308], [-0.696, 0.562, 4.420], [-2.756, 1.077, 5.098], [-2.885, 2.150, 3.630], [-4.211, -0.525, 4.330], [-3.534, -0.580, 2.658], [-5.077, 3.253, 2.886], [-6.024, 3.446, 1.293], [-3.133, 3.917, 1.743], [-3.302, 2.342, 0.900], [-3.962, 3.823, 0.118], [-2.301, -3.997, -3.595], [-4.004, -3.785, -3.348], [-4.407, -4.166, -1.705], [-4.860, -4.872, -4.433], [-4.452, -2.134, -3.685], [5.470, -1.477, 1.083], [-3.590, 7.286, -1.560], [-3.492, 7.757, 0.315], [-1.949, 7.700, -2.492], [-4.116, 5.441, -1.814], [-4.369, 7.901, -1.999], [1.482, 6.262, 3.728], [0.749, 6.727, 4.137], [3.702, 3.173, -0.486], [-7.198, -4.065, -6.211], [-7.515, -3.423, -7.466], [-7.767, -2.919, -8.467], [-6.359, -3.496, -5.657], [-8.080, -4.101, -5.559], [-6.852, -5.093, -6.335], [8.071, -5.175, -2.098], [8.067, -6.088, -3.080], [7.517, -5.773, -4.436], [7.548, -6.620, -5.301], [6.955, -4.438, -4.655], [6.960, -3.534, -3.673], [7.534, -3.842, -2.328], [7.532, -2.974, -1.462], [6.447, -2.299, -3.849], [8.552, -7.317, -2.893], [8.467, -5.388, -1.115], [6.545, -4.226, -5.633], [6.575, -1.842, -2.999], [8.436, -7.780, -3.746], [-6.795, -3.365, -4.192], [0.785, 4.192, -0.902], [0.498, -4.363, 0.505]], "forces_ev_per_a": [[0.86, -0.46, 3.16], [-2.29, -0.42, 1.80], [1.02, 2.54, -0.58], [-1.70, 0.55, 1.93], [0.70, 0.09, -1.02], [0.92, 0.89, 0.54], [-0.03, -0.10, -0.56], [1.04, -1.14, 1.80], [-0.01, 0.18, -2.71], [2.99, 2.33, 1.11], [-3.55, -1.20, 2.25], [-0.65, 1.19, -0.49], [0.33, -0.85, 0.76], [-1.33, 1.30, -1.12], [2.85, 0.29, 3.46], [-1.38, -1.17, -2.02], [-1.28, 0.58, 0.88], [-0.04, 0.45, 1.46], [0.86, -1.30, -0.58], [-0.59, 0.86, -0.40], [-0.43, -0.64, 0.27], [-0.16, 0.20, 0.50], [1.29, 0.08, 0.63], [1.24, 0.43, -0.34], [-0.01, -0.38, -0.02], [0.39, -1.08, -1.89], [0.89, -1.10, -0.17], [-0.49, -0.48, 0.34], [0.63, 0.06, -1.22], [-0.25, -0.25, 0.19], [0.02, 0.12, -0.35], [-2.15, -1.52, 1.70], [-1.51, -0.07, 0.02], [-0.14, 0.01, 0.29], [0.43, 0.33, -0.83], [-1.02, 0.21, -0.70], [-1.20, 1.50, 2.38], [0.42, -0.02, -0.42], [0.64, -0.81, 0.02], [0.35, 0.77, -0.19], [-0.23, -0.09, -1.04], [-0.16, 0.27, -1.00], [0.02, -0.76, 0.24], [0.13, 0.47, -0.82], [-0.20, 0.71, 0.39], [-0.66, -0.02, -0.79], [0.44, -0.62, 0.70], [-0.71, -0.30, -0.50], [-0.34, 0.61, 0.05], [0.12, -0.48, 1.09], [-1.23, 0.13, 0.23], [1.44, -0.21, 0.50], [0.06, 0.30, -1.29], [0.95, 0.41, 0.33], [0.12, -1.19, 0.17], [2.49, 0.96, -1.20], [0.01, 0.13, -0.01], [0.06, -0.16, -0.23], [-0.19, -0.12, 0.18], [0.08, 0.38, -0.22], [0.08, -0.10, 0.06], [0.16, -0.91, -0.54], [-0.17, 0.11, 0.12], [0.14, 1.48, -0.85], [-3.28, -1.97, -0.45], [0.63, 0.90, 0.93], [-0.06, -0.07, -0.11], [2.33, 0.87, 0.79], [-0.68, -0.63, -1.01], [0.70, 0.21, 0.56], [-0.16, 0.56, 0.20], [0.45, -0.64, 0.65], [-0.28, 0.36, -0.53], [0.13, -0.20, 0.28], [0.01, -0.15, -0.06], [-0.27, 0.32, -0.56], [0.39, -0.66, 0.30], [-0.46, 0.37, -0.01], [0.22, -0.33, 0.56], [-0.43, 0.59, -0.61], [0.04, -0.03, -0.04], [0.02, 0.01, 0.01], [0.09, 0.03, -0.11], [0.10, -0.12, 0.07], [-0.81, 1.23, -0.50], [2.76, -0.29, -3.72], [-1.49, -3.31, -2.04]]}



{"formula": "C6H12N2O", "method": "ωB97M-V/def2-TZVPD", "homo_lumo_gap_ev": 6.97, "e_lumo_ev": 0.3852, "e_above_lowest_kj_mol": 371.9, "mol_weight_g_mol": 128.2, "homo_energy_ev": -6.6, "species": ["C", "C", "C", "C", "C", "C", "O", "N", "N", "H", "H", "H", "H", "H", "H", "H", "H", "H", "H", "H", "H"], "xyz": [[-0.539, 1.245, -0.785], [2.352, -0.158, 0.841], [-2.352, -0.725, 1.272], [-0.480, -1.307, -1.406], [0.896, 1.356, -0.444], [-0.543, -0.339, -0.247], [1.569, 2.517, -0.432], [1.261, 0.212, -0.015], [-0.970, -0.732, 0.896], [2.468, 2.394, -0.085], [-0.741, 1.445, -1.840], [-1.166, 1.831, -0.118], [3.045, -0.802, 0.296], [2.886, 0.696, 1.275], [1.914, -0.731, 1.659], [-2.896, -1.587, 0.859], [-2.392, -0.867, 2.356], [-2.896, 0.194, 0.994], [-1.442, -1.327, -1.926], [-0.273, -2.314, -1.043], [0.299, -1.002, -2.105]], "forces_ev_per_a": [[-0.05, -1.02, 0.12], [0.09, -0.02, -0.24], [0.29, -0.04, 0.57], [0.81, -0.01, -0.22], [0.22, -0.29, 0.87], [-0.49, 0.28, -0.59], [0.07, -0.12, 0.00], [0.14, 0.52, -0.17], [-0.17, 0.21, -0.15], [-0.25, -0.06, -0.11], [-0.26, -0.09, 0.13], [0.03, 0.21, -0.05], [0.08, 0.08, 0.14], [0.02, -0.06, -0.09], [-0.02, -0.05, 0.05], [-0.10, 0.10, -0.20], [-0.27, 0.25, -0.02], [-0.02, -0.03, 0.10], [-0.05, 0.17, 0.12], [0.01, 0.10, 0.04], [-0.08, -0.13, -0.29]]}